The following is a DFT calculation (wB97M-V/def2-TZVPD) of a 13-piece molecular cluster, C50H99FN2O22 overall at a distorted geometry.

Summary:
molecular weight: 1099.33 g mol⁻¹
HOMO-LUMO gap: 7.83 eV
2S+1: 1
calculated total energy: -104198.5980 eV

Geometry as XYZ:
```
174
Properties=species:S:1:pos:R:3:forces:R:3
C 2.797800 0.603075 -0.234624 -0.302 1.022 0.196
C 1.748640 0.734095 0.901736 0.696 -1.116 -0.926
N 0.525560 0.017165 0.516026 -0.710 -0.987 -0.275
C -0.424440 0.433095 -0.429134 0.102 -0.317 1.314
C -1.389990 -0.521555 -0.459544 0.093 -0.683 0.877
N -1.038850 -1.557295 0.447896 3.133 3.509 -0.759
C 0.191550 -1.215635 0.951256 -1.697 0.490 -0.837
C -1.777730 -2.731675 0.718546 -0.428 -1.165 0.118
H 3.013780 -0.422545 -0.533894 0.101 -0.226 0.675
H 3.677720 1.140865 0.118386 0.278 -0.338 -0.080
H 2.526840 1.058285 -1.187244 -0.499 0.418 0.152
H 1.502950 1.737695 1.248916 -0.037 0.098 -0.476
H 2.165180 0.238975 1.778916 -0.211 -0.090 -0.011
H -0.395060 1.433475 -0.835054 0.097 -0.182 -0.214
H -2.325010 -0.517065 -1.000014 0.052 -0.168 0.071
H 0.822480 -1.881985 1.520736 -0.105 -0.279 0.321
H -2.787920 -2.407175 0.968176 -0.051 -0.404 -0.332
H -1.356870 -3.272165 1.566396 0.293 0.084 -0.072
H -1.676810 -3.364615 -0.163104 -0.600 -0.171 0.148
F 1.055360 -4.415795 1.798026 -0.082 0.725 -0.122
O -2.367040 -7.038455 -2.146504 -0.865 1.384 2.627
C -2.245020 -6.443995 -1.063684 0.419 -0.469 -2.054
O -3.264700 -5.841115 -0.346034 1.640 -0.422 -0.450
C -4.601980 -6.071285 -0.708274 -1.499 -0.628 -0.083
C -5.566410 -5.296415 0.210466 0.260 0.269 -0.578
C -0.852760 -6.267835 -0.472774 -0.365 -0.110 0.484
H -4.847350 -7.130295 -0.628434 0.331 -0.266 0.324
H -4.820780 -5.893235 -1.761134 0.361 0.559 -0.118
H -5.195000 -5.207775 1.231396 0.030 -0.308 -0.027
H -6.549050 -5.768145 0.208706 0.102 -0.263 0.117
H -5.758200 -4.283355 -0.143124 0.287 0.026 -0.154
H -0.310250 -5.412645 -0.875804 -0.342 0.222 -0.191
H -0.264920 -7.140795 -0.756484 -0.174 -0.027 0.045
H -0.825370 -6.141985 0.609586 -0.101 0.028 -0.029
O 4.971820 1.670505 2.589786 1.165 3.315 1.760
C 5.409470 2.682345 3.202966 -1.360 -2.496 -1.659
O 4.944100 3.946935 3.031876 1.056 -0.228 0.108
C 3.838700 4.220095 2.180806 -1.123 -1.572 -0.234
C 2.569880 4.078105 2.990156 -0.040 0.746 0.669
C 6.501170 2.655435 4.257026 0.370 0.253 -0.906
H 3.733750 3.435165 1.431826 0.555 -0.135 -0.231
H 3.921900 5.149565 1.617556 0.546 0.163 0.660
H 2.488040 4.784175 3.816516 0.104 0.551 -0.226
H 2.560800 3.138105 3.541906 -0.271 -0.385 -0.700
H 1.722570 4.228225 2.321106 -0.282 -0.350 0.204
H 6.155930 2.203845 5.187076 -0.154 0.400 0.019
H 6.899080 3.668235 4.320336 -0.315 -0.002 0.698
H 7.363850 2.068155 3.942396 -0.325 -0.355 -0.309
O 0.657930 -2.984805 -2.382914 3.883 0.444 0.228
C 1.924710 -2.923605 -2.337984 -4.404 -1.284 -0.051
O 2.603350 -2.020445 -3.033054 1.718 -0.454 0.384
C 1.974630 -1.109415 -3.887904 -1.651 1.779 -0.375
C 3.008410 -0.106045 -4.459254 0.102 -1.246 0.607
C 2.800700 -3.933575 -1.597654 0.435 0.830 -0.517
H 1.235360 -0.550925 -3.313734 0.002 0.229 0.354
H 1.320900 -1.618515 -4.596104 0.520 -0.300 -0.452
H 3.505870 0.325555 -3.590714 0.203 0.058 -0.093
H 2.649400 0.730985 -5.058084 -0.563 -0.343 0.065
H 3.731670 -0.667855 -5.050334 0.186 0.163 -0.011
H 2.687450 -4.939235 -2.002534 -0.395 0.128 -0.095
H 2.615200 -3.983215 -0.524704 -0.401 0.120 0.053
H 3.835550 -3.646045 -1.783444 0.049 -0.065 0.166
O 0.835940 0.932725 3.858526 -0.300 -1.082 0.516
C 1.424380 0.154975 4.590836 0.470 0.672 -0.234
O 0.947750 -1.023185 5.063816 0.846 0.820 0.026
C -0.359500 -1.411885 4.705636 -1.853 -0.695 -0.741
C -1.468120 -0.845165 5.606266 0.937 0.041 -0.290
C 2.837830 0.465615 5.036396 0.506 -0.185 0.567
H -0.455590 -2.496245 4.760716 0.724 -0.099 0.187
H -0.542180 -1.218445 3.648606 0.034 0.526 0.005
H -1.434970 -1.398515 6.544776 -0.032 0.382 0.200
H -2.457900 -0.980615 5.170276 0.132 0.006 -0.197
H -1.262710 0.217715 5.733506 -0.304 0.025 0.307
H 3.569220 -0.303685 4.788726 -0.267 -0.261 -0.244
H 2.939960 0.542755 6.118856 -0.430 -0.136 0.159
H 3.214430 1.406645 4.635476 -0.460 -0.137 -0.258
O -3.269630 1.689345 -2.475984 -0.280 -0.805 0.941
C -3.150260 2.210575 -3.549774 -1.333 1.841 1.538
O -2.182940 1.960605 -4.369744 0.521 0.507 -1.793
C -1.334420 0.885485 -4.115924 2.379 -2.102 -1.340
C -1.915980 -0.466965 -4.418724 -1.846 -1.247 1.605
C -4.071340 3.312215 -4.069344 0.268 -0.598 -0.571
H -0.763390 0.934035 -3.188734 -0.692 0.179 0.172
H -0.569720 0.871835 -4.892554 0.362 1.240 0.003
H -1.357230 -1.315895 -4.024754 0.742 0.317 0.091
H -2.176200 -0.767025 -5.433784 0.160 0.787 -0.241
H -2.819380 -0.562165 -3.816304 -0.487 -0.093 -0.141
H -4.802620 3.769895 -3.403124 0.430 -0.448 0.474
H -4.641770 2.768865 -4.822644 -0.136 0.397 -0.440
H -3.471380 4.095525 -4.532584 -0.119 -0.122 -0.202
O -0.928760 4.086755 0.697526 -2.573 -0.985 0.355
C -1.903850 3.417275 1.097776 3.100 0.540 -0.289
O -3.148550 3.500855 0.633716 0.362 -0.519 1.221
C -3.521150 4.419055 -0.356054 0.038 0.169 -1.419
C -3.783320 5.836335 0.086136 -0.811 0.268 0.230
C -1.695500 2.343685 2.167946 -0.528 0.953 -0.316
H -4.451240 3.994525 -0.733954 -0.166 0.103 0.054
H -2.864700 4.357975 -1.224054 0.538 0.071 0.257
H -3.944190 6.439325 -0.807524 0.055 0.039 -0.065
H -3.079290 6.373195 0.721916 0.376 -0.514 -0.147
H -4.740270 5.822005 0.607816 -0.028 0.234 0.216
H -1.937000 1.361825 1.760836 0.032 -0.040 0.128
H -2.369870 2.559365 2.996686 -0.152 -0.206 0.034
H -0.677370 2.410885 2.551326 -0.102 -0.183 -0.259
O -3.998540 -0.596885 2.460786 -0.003 -0.042 -1.079
C -4.946630 -0.937495 1.772376 -0.113 0.771 2.444
O -5.651210 -0.108485 1.008766 0.006 -0.738 -0.342
C -5.223100 1.236585 0.799326 -0.696 0.525 0.316
C -6.448120 2.106565 1.102586 0.279 0.146 -0.569
C -5.580100 -2.277325 1.941436 0.622 -0.620 -0.751
H -4.875080 1.261775 -0.233314 0.043 0.433 0.049
H -4.433150 1.559035 1.477626 0.094 -0.537 -0.130
H -6.203540 3.148835 0.897726 0.083 0.125 0.255
H -6.742720 1.983595 2.144786 0.108 0.099 -0.004
H -7.319830 1.893515 0.483856 0.081 -0.332 -0.094
H -5.241250 -2.750245 2.863196 -0.300 0.394 0.155
H -5.103180 -2.890045 1.176436 -0.279 -0.127 -0.268
H -6.659630 -2.297305 1.792086 0.172 0.084 0.072
O -4.178900 -2.352805 -1.615014 -1.392 0.401 -1.530
C -4.652370 -2.331885 -2.745774 0.908 0.731 0.035
O -5.638290 -1.490245 -3.220074 0.691 -0.560 0.710
C -6.176760 -0.436495 -2.382044 0.208 -0.304 0.970
C -7.073860 0.443385 -3.180224 -0.799 0.493 -1.054
C -4.078120 -3.172405 -3.890934 -0.498 -0.242 0.073
H -5.383950 0.180485 -1.959094 0.373 -0.370 -0.168
H -6.735090 -0.849445 -1.541904 0.210 -0.319 0.054
H -7.119840 1.458525 -2.785914 0.350 0.030 0.109
H -8.122380 0.149975 -3.231344 0.062 -0.486 0.104
H -6.736850 0.490025 -4.215764 0.157 0.175 -0.028
H -4.139730 -2.718845 -4.880174 0.018 0.493 0.289
H -4.670030 -4.078375 -4.021174 -0.053 -0.183 0.341
H -3.051950 -3.472485 -3.678694 -0.143 0.108 0.183
O 6.517050 2.582895 -1.986474 0.926 -2.080 0.412
C 7.343480 1.653795 -2.049844 -1.197 4.854 -1.028
O 7.124680 0.421025 -1.826404 0.582 -2.237 0.207
C 5.882320 -0.024115 -1.358664 -0.975 -0.930 0.671
C 5.906760 -1.539245 -1.377504 0.214 -0.001 -0.623
C 8.710110 1.912465 -2.559334 1.267 0.502 -0.446
H 5.072100 0.309435 -2.007034 0.084 0.395 0.134
H 5.739080 0.322185 -0.335114 -0.109 0.287 -0.086
H 4.991330 -1.929115 -0.932424 0.214 -0.064 0.142
H 6.811240 -1.949725 -0.928604 -0.205 0.094 0.465
H 5.950850 -1.878515 -2.412414 -0.205 -0.042 -0.134
H 8.840220 2.926825 -2.936494 -0.566 -0.019 0.001
H 8.935450 1.235755 -3.383584 0.142 -0.188 0.197
H 9.485250 1.847485 -1.795754 -0.109 -0.547 0.143
O 3.561860 -2.692265 6.845386 0.710 0.594 -2.446
C 3.331060 -3.101725 5.705956 -0.190 -0.642 2.248
O 4.017960 -2.743735 4.594686 0.162 0.977 1.177
C 3.528960 -3.033885 3.271046 -0.556 0.050 -0.317
C 4.187150 -2.122315 2.235006 0.385 -0.130 0.725
C 2.337720 -4.218125 5.643126 -0.830 -0.454 -1.041
H 2.445210 -2.918385 3.255456 0.011 -0.490 -0.110
H 3.848360 -4.049605 3.037836 -0.605 -0.112 -0.055
H 4.156660 -1.053575 2.447036 -0.030 0.029 0.394
H 3.733320 -2.233645 1.250256 0.008 -0.472 0.042
H 5.227490 -2.447575 2.236286 0.185 0.381 -0.518
H 1.509710 -4.044375 4.955876 0.077 0.136 -0.295
H 1.884780 -4.424925 6.612746 0.470 0.206 0.006
H 2.822740 -5.113105 5.253406 0.053 -0.106 0.027
O 0.900890 2.460845 -2.678294 0.248 3.742 -0.750
C 1.113660 3.606035 -3.179834 0.825 -4.400 -0.614
O 1.644530 4.637355 -2.570714 -0.249 0.510 0.607
C 1.930100 4.526655 -1.166904 -0.384 0.580 1.873
C 2.161170 5.932255 -0.527834 0.457 -0.518 -1.735
C 1.142680 3.780795 -4.708854 -1.004 0.216 0.633
H 2.835470 3.941425 -1.005924 0.047 -0.139 -0.380
H 1.126170 4.022925 -0.630204 -0.209 -0.071 -0.379
H 3.113950 6.236225 -0.961324 0.269 0.353 0.452
H 2.208750 5.921205 0.561066 -0.094 -0.208 -0.221
H 1.466420 6.697695 -0.873574 -0.397 -0.308 0.172
H 1.983420 3.226895 -5.126514 0.351 0.401 0.295
H 1.132200 4.845385 -4.942564 0.373 -0.169 -0.240
H 0.286060 3.313215 -5.194324 -0.260 0.039 0.356
```
Positions in Å, forces in eV/Å.

Here are the Löwdin charges for atoms 1 to 99, given in e:
1. C -0.04
2. C -0.13
3. N -0.02
4. C -0.02
5. C 0.01
6. N -0.05
7. C 0.02
8. C 0.00
9. H 0.07
10. H 0.06
11. H 0.06
12. H 0.11
13. H 0.10
14. H 0.12
15. H 0.12
16. H 0.14
17. H 0.08
18. H 0.10
19. H 0.10
20. F -0.69
21. O 0.06
22. C -0.45
23. O -0.03
24. C -0.24
25. C -0.06
26. C 0.01
27. H 0.12
28. H 0.11
29. H 0.08
30. H 0.08
31. H 0.04
32. H 0.07
33. H 0.09
34. H 0.07
35. O 0.03
36. C -0.45
37. O -0.01
38. C -0.22
39. C -0.05
40. C 0.03
41. H 0.10
42. H 0.11
43. H 0.08
44. H 0.06
45. H 0.07
46. H 0.09
47. H 0.08
48. H 0.09
49. O 0.03
50. C -0.46
51. O -0.02
52. C -0.23
53. C -0.03
54. C 0.03
55. H 0.10
56. H 0.12
57. H 0.06
58. H 0.07
59. H 0.08
60. H 0.09
61. H 0.07
62. H 0.06
63. O 0.07
64. C -0.47
65. O 0.00
66. C -0.23
67. C -0.04
68. C 0.04
69. H 0.12
70. H 0.10
71. H 0.08
72. H 0.07
73. H 0.08
74. H 0.08
75. H 0.10
76. H 0.06
77. O 0.10
78. C -0.56
79. O 0.04
80. C -0.24
81. C -0.05
82. C 0.04
83. H 0.09
84. H 0.12
85. H 0.08
86. H 0.09
87. H 0.06
88. H 0.08
89. H 0.09
90. H 0.09
91. O 0.05
92. C -0.47
93. O -0.01
94. C -0.25
95. C -0.05
96. C 0.03
97. H 0.11
98. H 0.12
99. H 0.08